No. 1
{"formula": "C3H3BrCl2O", "method": "ωB97M-V/def2-TZVPD", "elements": ["C", "C", "C", "O", "Cl", "Cl", "Br", "H", "H", "H"], "xyz": [[-1.038, -1.128, -0.200], [-2.176, -0.587, -0.033], [1.843, 0.750, 0.038], [0.506, 0.934, 0.145], [-0.133, -2.471, -0.259], [-3.633, -1.521, 0.317], [-2.494, 1.255, -0.061], [2.286, 0.623, -0.971], [2.555, 0.371, 0.847], [2.284, 1.775, 0.176]], "s_squared": 2.0154, "spin_multiplicity": 3, "charge": 0, "homo_lumo_gap_ev": [9.40, 7.11], "e_lumo_ev": [0.62, -2.10]}

No. 2
{"formula": "C2H6O2S2", "method": "ωB97M-V/def2-TZVPD", "elements": ["C", "C", "O", "O", "S", "S", "H", "H", "H", "H", "H", "H"], "xyz": [[-0.183, 0.892, -1.249], [-0.067, 0.087, 0.034], [-0.144, -2.227, 0.682], [-0.195, -1.224, -0.354], [1.701, 0.502, 0.827], [-1.525, 0.672, 1.148], [-0.211, 0.258, -2.210], [0.642, 1.665, -1.437], [-0.972, 1.617, -1.438], [-0.037, -2.990, 0.159], [1.739, -0.542, 1.777], [-0.748, 1.290, 2.060]], "smiles": "CC(S)(S)OO", "spin_multiplicity": 1, "charge": 0, "homo_lumo_gap_ev": 9.83, "e_lumo_ev": 0.51}

No. 3
{"formula": "C60H50N3OP3SiZn", "method": "ωB97M-V/def2-TZVPD", "elements": ["Zn", "C", "C", "C", "C", "C", "C", "P", "C", "C", "C", "C", "C", "C", "C", "C", "C", "C", "C", "C", "Si", "C", "C", "C", "C", "C", "C", "P", "C", "C", "C", "C", "C", "C", "C", "C", "C", "C", "C", "C", "C", "C", "C", "C", "C", "C", "P", "C", "C", "C", "C", "C", "C", "C", "C", "C", "C", "C", "C", "H", "H", "H", "H", "H", "H", "H", "H", "H", "H", "H", "H", "H", "H", "H", "H", "H", "H", "H", "H", "H", "H", "H", "H", "H", "H", "H", "H", "H", "H", "H", "H", "H", "H", "H", "H", "H", "H", "H", "H", "H", "H", "N", "C", "N", "C", "N", "C", "C", "O", "C", "C", "H", "H", "H", "H", "H", "H", "H", "H"], "xyz": [[-0.457, -0.165, -0.869], [2.416, -6.853, 1.946], [3.188, -5.699, 2.033], [2.614, -4.466, 1.776], [1.257, -4.352, 1.441], [0.494, -5.511, 1.366], [1.074, -6.753, 1.617], [0.755, -2.608, 1.092], [-1.062, -2.700, 0.799], [-1.982, -1.944, 1.532], [-3.343, -2.058, 1.290], [-3.810, -2.921, 0.308], [-2.908, -3.644, -0.458], [-1.543, -3.526, -0.223], [0.814, -1.945, 2.801], [0.714, -2.694, 3.969], [0.717, -2.046, 5.199], [0.823, -0.663, 5.261], [0.911, 0.088, 4.094], [0.910, -0.538, 2.846], [1.047, 0.286, 1.116], [2.893, -0.162, 0.763], [3.940, 0.176, 1.625], [5.261, -0.136, 1.324], [5.566, -0.800, 0.144], [4.545, -1.183, -0.714], [3.216, -0.901, -0.398], [1.864, -1.409, -1.533], [2.497, -0.583, -3.068], [2.542, -1.167, -4.328], [2.865, -0.409, -5.451], [3.139, 0.944, -5.330], [3.093, 1.541, -4.075], [2.775, 0.784, -2.960], [2.078, -3.174, -1.980], [3.087, -4.033, -1.558], [3.057, -5.379, -1.907], [2.012, -5.889, -2.660], [0.990, -5.044, -3.080], [1.029, -3.699, -2.745], [0.899, 2.145, 1.573], [1.937, 2.968, 2.033], [1.687, 4.222, 2.568], [0.391, 4.727, 2.601], [-0.645, 3.982, 2.065], [-0.405, 2.692, 1.577], [-1.834, 1.874, 0.719], [-3.132, 1.789, 2.003], [-2.930, 2.058, 3.355], [-4.003, 2.023, 4.238], [-5.276, 1.716, 3.779], [-5.475, 1.402, 2.440], [-4.406, 1.427, 1.555], [-2.287, 3.096, -0.576], [-3.133, 4.284, -0.576], [-3.152, 5.105, -1.635], [-2.208, 4.948, -2.734], [-1.266, 3.995, -2.727], [-1.250, 2.932, -1.712], [2.856, -7.822, 2.144], [4.239, -5.765, 2.292], [3.217, -3.563, 1.840], [-0.561, -5.457, 1.136], [0.463, -7.647, 1.557], [-1.633, -1.268, 2.304], [-4.038, -1.465, 1.872], [-4.874, -3.030, 0.140], [-3.264, -4.302, -1.241], [-0.840, -4.086, -0.830], [0.624, -3.773, 3.926], [0.625, -2.623, 6.112], [0.845, -0.170, 6.226], [0.994, 1.170, 4.151], [3.715, 0.680, 2.559], [6.055, 0.151, 2.004], [6.596, -1.017, -0.110], [4.783, -1.686, -1.644], [2.332, -2.222, -4.447], [2.904, -0.886, -6.424], [3.396, 1.529, -6.205], [3.299, 2.600, -3.969], [2.737, 1.257, -1.982], [3.897, -3.664, -0.945], [3.859, -6.032, -1.583], [1.985, -6.942, -2.911], [0.161, -5.439, -3.656], [0.236, -3.031, -3.068], [2.963, 2.622, 1.969], [2.506, 4.812, 2.965], [0.198, 5.707, 3.022], [-1.646, 4.396, 2.023], [-1.940, 2.297, 3.721], [-3.848, 2.248, 5.286], [-6.113, 1.726, 4.467], [-6.466, 1.142, 2.084], [-4.515, 1.163, 0.508], [-3.733, 4.484, 0.306], [-3.811, 5.965, -1.640], [-2.203, 5.705, -3.511], [-0.463, 4.000, -3.459], [-0.280, 2.511, -1.464], [-2.389, 2.027, -1.607], [-2.175, 0.840, -0.706], [-0.306, 0.299, -3.120], [-1.059, 0.146, -3.986], [-1.917, -0.030, -4.974], [-2.700, 1.112, -5.469], [-2.103, 1.598, -6.778], [-1.967, 0.526, -7.705], [-1.098, -0.484, -7.212], [-1.684, -1.098, -5.954], [-2.701, 1.894, -4.711], [-3.724, 0.775, -5.633], [-1.121, 2.052, -6.592], [-2.757, 2.331, -7.245], [-0.114, -0.054, -6.988], [-0.998, -1.228, -8.000], [-1.024, -1.848, -5.523], [-2.645, -1.555, -6.191]], "spin_multiplicity": 1, "charge": 0, "homo_lumo_gap_ev": 6.21, "e_lumo_ev": 0.48}

No. 4
{"formula": "C18H17ClN4O3S", "method": "ωB97M-V/def2-TZVPD", "elements": ["C", "H", "H", "H", "S", "C", "C", "H", "H", "C", "N", "C", "O", "C", "C", "C", "C", "C", "C", "H", "H", "Cl", "N", "O", "O", "H", "H", "C", "N", "C", "C", "C", "C", "C", "C", "N", "H", "H", "H", "H", "H", "H", "H", "H"], "xyz": [[3.504, 0.431, 0.846], [3.147, -0.345, 1.354], [4.131, 1.067, 1.381], [3.911, 0.274, -0.210], [2.250, 1.737, 0.437], [1.707, 1.865, 2.233], [1.130, 0.612, 3.059], [0.808, 1.111, 3.882], [1.648, -0.097, 2.851], [-0.358, 0.314, 2.407], [-0.353, -0.484, 1.016], [-0.307, -1.732, 0.767], [-0.378, -2.321, 1.813], [-0.024, -2.219, -0.433], [1.034, -1.465, -1.327], [1.434, -2.192, -2.410], [0.884, -3.185, -2.846], [-0.133, -3.920, -2.104], [-0.674, -3.274, -0.932], [-1.276, -3.966, -0.234], [-0.641, -4.732, -2.613], [1.148, -4.146, -4.443], [2.315, -1.463, -3.188], [2.392, -1.598, -4.323], [3.080, -0.694, -2.752], [1.467, -0.601, -0.861], [0.080, 0.341, 0.373], [-1.502, 1.393, 2.193], [-1.500, 1.922, 1.173], [-2.457, 3.007, 1.520], [-3.174, 3.989, 0.569], [-3.925, 4.927, 1.120], [-4.313, 4.770, 2.609], [-3.565, 3.869, 3.410], [-2.720, 2.948, 2.814], [-2.244, 1.839, 3.296], [-2.064, 1.689, 4.130], [-3.936, 3.580, 4.648], [-5.000, 5.441, 2.996], [-4.496, 5.435, 0.594], [-2.792, 4.017, -0.229], [-0.792, -0.773, 3.125], [2.575, 2.182, 2.706], [1.048, 2.730, 2.142]], "spin_multiplicity": 1, "charge": 0, "homo_lumo_gap_ev": 8.20, "e_lumo_ev": -0.62}

M in g/mol, matching the order above: 205.9, 126.2, 1015.5, 404.9